A:
An isolated molecule of C3H7NOS, computed with wB97M-V/def2-TZVPD.

Cartesian coordinates (Å):
O (0.163, 0.899, 2.235)
H (-0.354, -1.418, -1.050)
H (0.354, 0.586, -2.153)
H (1.311, -1.283, -0.531)
C (0.310, 0.572, -1.072)
H (-1.254, -1.113, 0.830)
S (-1.445, 1.267, -0.809)
C (0.334, -0.816, -0.443)
H (1.055, -0.847, 2.542)
H (-1.477, 2.040, -1.870)
H (0.934, 1.264, -0.514)
C (0.351, -0.245, 1.951)
N (-0.281, -0.906, 0.885)

SMILES = O=CNCCS
orbital gap = 0.363 hartree
E_LUMO = 0.83 eV

Atomic partial charges in e from the natural (NBO) method, atoms 1 to 4: -0.4956 0.2087 0.2292 0.2020



B:
An isolated molecule of C3H7NOS, computed with wB97M-V/def2-TZVPD.

Cartesian coordinates (Å):
H (-2.577, 1.184, 0.178)
C (-2.131, 0.243, -0.165)
H (2.303, -2.121, 0.375)
H (-2.301, 0.070, -1.226)
H (2.480, 1.664, -0.134)
N (2.497, -0.176, 0.068)
H (-0.052, 0.894, -0.254)
C (1.728, -1.210, 0.076)
S (0.045, -1.384, -0.353)
H (-2.671, -0.567, 0.377)
H (-0.558, 0.301, 1.307)
O (1.933, 0.961, -0.469)
C (-0.698, 0.141, 0.220)

SMILES = CCS/C=N\O
orbital gap = 0.355 hartree
E_LUMO = 0.88 eV

Atomic partial charges in e from the natural (NBO) method, atoms 1 to 4: 0.2240 -0.6182 0.2231 0.2168



Most stable: A. Least stable: B.



A:
An isolated molecule of C3H7NOS, computed with wB97M-V/def2-TZVPD.

Cartesian coordinates (Å):
H (-1.781, -0.712, -0.876)
H (0.970, 1.698, -0.366)
H (-1.262, -1.866, 0.154)
H (0.622, -0.537, 1.141)
H (-1.661, 1.558, 0.648)
C (-1.068, 0.762, 1.146)
C (-0.104, -0.174, 0.261)
H (2.262, -1.109, -1.324)
O (-1.213, 0.677, 2.319)
S (2.528, -0.169, -0.348)
H (0.727, 0.480, -1.687)
C (0.930, 0.569, -0.618)
N (-0.951, -1.177, -0.448)

SMILES = N[C@H](C=O)CS
orbital gap = 0.359 hartree
E_LUMO = 0.86 eV

Atomic partial charges in e from the natural (NBO) method, atoms 1 to 4: 0.3610 0.2311 0.3705 0.2294



B:
A structure of composition C3H7NOS, computed with wB97M-V/def2-TZVPD.

Cartesian coordinates (Å):
C (1.467, -2.146, 0.131)
H (-1.513, 2.145, -0.219)
H (-1.084, 1.803, 1.361)
H (0.625, 1.865, -1.129)
H (1.671, -1.753, 1.108)
N (-0.126, -0.084, -0.846)
H (0.507, -2.536, 0.118)
S (-1.336, -0.398, 0.279)
C (-1.067, 1.414, 0.373)
C (0.314, 1.218, -0.355)
O (-2.404, -1.107, -0.419)
H (1.831, -1.704, -0.751)
H (1.116, 1.283, 0.348)

orbital gap (spin up / spin down) = 0.341 / 0.280 hartree
E_LUMO (spin up / spin down) = 0.02 / -1.26 eV

Atomic partial charges in e from the natural (NBO) method, atoms 1 to 4: -0.4521 0.2393 0.2249 0.2146



C:
An isolated molecule of C3H7NOS, computed with wB97M-V/def2-TZVPD.

Cartesian coordinates (Å):
S (-2.576, 1.326, 0.564)
C (-1.444, -0.099, 0.355)
H (-1.964, -0.824, -0.266)
C (-0.148, 0.315, -0.312)
H (0.536, -1.607, 0.279)
H (-1.627, 2.264, 0.477)
H (2.522, 0.152, -0.983)
H (0.276, 1.178, 0.216)
H (-1.225, -0.489, 1.344)
O (2.956, -1.383, 0.226)
H (-0.289, 0.592, -1.356)
N (0.822, -0.778, -0.223)
C (2.161, -0.648, -0.322)

SMILES = O=CNCCS
orbital gap = 0.381 hartree
E_LUMO = 0.78 eV

Atomic partial charges in e from the natural (NBO) method, atoms 1 to 4: -0.0286 -0.5140 0.2272 -0.2221



Most stable: C. Least stable: B.



A:
The ion C6H13NO with charge +1, computed with wB97M-V/def2-TZVPD.

Cartesian coordinates (Å):
H (0.658, -0.632, 2.294)
O (2.269, -2.734, 1.700)
H (-1.604, 3.175, -0.012)
H (-0.691, 3.254, -1.489)
C (1.250, -2.358, 1.202)
H (0.644, -3.068, 0.637)
H (-2.265, 0.714, -0.767)
H (-0.626, 1.386, 1.086)
C (0.936, -0.847, 1.252)
C (-1.535, 2.752, -1.025)
C (-0.716, 0.824, -2.354)
H (0.648, 1.353, -0.047)
H (-1.042, -1.009, 0.488)
H (-2.483, 3.061, -1.456)
H (-0.510, 1.682, -2.979)
H (0.213, 0.265, -2.220)
C (-0.333, 0.923, 0.125)
C (-1.329, 1.231, -0.977)
H (1.815, -0.268, 0.981)
H (-1.405, 0.191, -2.914)
N (-0.168, -0.488, 0.396)

total charge = +1
spin multiplicity = 2
orbital gap (spin up / spin down) = 0.414 / 0.237 hartree
expectation value of S² = 0.75
E_LUMO (spin up / spin down) = -3.47 / -8.19 eV

Atomic partial charges in e from the natural (NBO) method, atoms 1 to 4: 0.2965 -0.4123 0.2091 0.2226



B:
A cluster of 2 separate species, C6H13NO in total, computed with wB97M-V/def2-TZVPD.

Cartesian coordinates (Å):
H (1.196, 2.460, 0.352)
C (-0.710, 3.317, 0.825)
O (-3.080, -2.299, 1.309)
H (-2.801, -3.113, 0.863)
H (0.020, 2.117, -0.813)
H (-0.706, 4.087, 0.061)
N (1.401, -1.292, -1.852)
C (0.727, -0.316, -1.168)
H (1.088, -1.088, 0.771)
H (2.440, -3.017, -1.942)
H (-0.349, 3.748, 1.751)
H (2.622, -2.278, -0.340)
C (-0.040, 0.817, 0.916)
H (-1.086, 0.475, 0.994)
H (0.272, 0.903, 1.964)
C (0.140, 2.192, 0.254)
H (-3.695, -1.879, 0.699)
H (-1.778, 3.081, 0.875)
C (0.572, -0.318, 0.219)
C (2.161, -2.171, -1.322)
H (0.247, 0.378, -1.836)

total charge = +1
spin multiplicity = 2
orbital gap (spin up / spin down) = 0.329 / 0.241 hartree
expectation value of S² = 0.76
E_LUMO (spin up / spin down) = -5.55 / -7.96 eV

Atomic partial charges in e from the natural (NBO) method, atoms 1 to 4: 0.2198 -0.6170 -0.9439 0.4718



Most stable: A. Least stable: B.



A:
A cluster of 2 separate species, C17H19NO in total, computed with wB97M-V/def2-TZVPD.

Cartesian coordinates (Å):
O (4.811, -0.178, 1.967)
H (-4.828, 2.657, 0.423)
H (2.092, 0.771, -1.564)
H (3.838, -2.526, 1.613)
C (1.535, -1.540, -3.432)
H (1.169, -0.501, -3.615)
C (3.768, -0.478, 1.143)
H (-4.618, 1.849, -1.901)
H (-0.371, -0.337, 0.071)
H (4.592, 0.665, 2.382)
H (1.003, -1.853, -4.343)
H (1.108, -3.024, -1.848)
C (2.398, 0.069, -0.799)
C (-2.212, 0.732, 0.102)
C (-1.931, 0.885, 2.857)
H (0.207, -1.499, -1.827)
H (1.957, -3.099, 0.023)
H (-0.102, -0.056, 2.676)
C (-0.954, 0.250, 2.078)
C (-2.346, 0.140, -2.501)
H (-2.032, -0.909, -2.422)
C (-2.981, 1.587, 2.323)
C (2.068, -1.277, -1.008)
H (-3.065, 0.231, -3.314)
N (-4.249, 1.880, 0.146)
C (3.336, -1.790, 1.000)
H (2.587, -1.522, -3.617)
H (-1.746, 0.931, 3.977)
H (-3.639, 2.115, 2.976)
C (3.192, 0.466, 0.268)
C (-1.061, 0.216, 0.716)
C (2.502, -2.174, 0.014)
C (-2.812, 0.696, -1.183)
C (-3.210, 1.346, 0.946)
C (-3.941, 1.474, -1.141)
C (1.178, -1.935, -2.029)
H (3.480, 1.476, 0.449)
H (-1.394, 0.655, -2.740)

SMILES = Cc1c[nH]c2ccccc12.CCc1ccc(O)cc1
orbital gap = 0.314 hartree
E_LUMO = 0.81 eV

Atomic partial charges in e from the natural (NBO) method, atoms 1 to 4: -0.6691 0.4134 0.2155 0.2202



B:
A cluster of 2 separate species, C17H19NO in total, computed with wB97M-V/def2-TZVPD.

Cartesian coordinates (Å):
H (-0.846, -0.959, -3.944)
H (-4.183, -0.399, -0.930)
C (1.873, 0.493, -1.536)
H (-0.515, -0.608, -1.779)
O (5.050, 0.512, 0.270)
C (0.253, -1.287, -2.132)
C (-3.033, 0.466, 0.602)
C (2.538, -1.727, -1.056)
H (-4.186, 1.515, 3.368)
C (1.547, -0.859, -1.511)
C (-0.094, 0.750, 3.601)
H (-0.119, -2.265, -1.814)
H (0.690, -0.241, -3.994)
C (3.700, -1.248, -0.473)
C (-1.377, 1.201, 3.738)
H (3.241, 2.056, -1.026)
C (-2.239, 1.087, 2.640)
H (-2.993, 0.659, -1.555)
C (0.181, -1.151, -3.664)
C (-1.830, 0.616, 1.384)
C (3.938, 0.115, -0.412)
H (1.235, 1.196, -2.069)
H (2.266, -2.770, -1.037)
H (5.336, 1.416, 0.080)
H (-0.093, -0.364, 0.415)
H (0.642, -1.995, -4.159)
H (-5.076, 1.037, 1.022)
C (0.302, 0.187, 2.378)
C (-4.056, 0.923, 1.364)
H (-2.565, -0.986, -0.998)
H (-1.779, 1.701, 4.605)
H (4.505, -1.892, -0.161)
H (0.642, 0.792, 4.388)
C (3.043, 1.006, -0.992)
C (-3.145, -0.095, -0.776)
C (-0.544, 0.068, 1.299)
N (-3.580, 1.351, 2.584)
H (1.269, -0.299, 2.283)

SMILES = Cc1c[nH]c2ccccc12.CCc1ccc(O)cc1
orbital gap = 0.317 hartree
E_LUMO = 0.86 eV

Atomic partial charges in e from the natural (NBO) method, atoms 1 to 4: 0.2074 0.2144 -0.1753 0.2097



Most stable: B. Least stable: A.